(1)
Here is 2 unconnected molecules or ions with the total composition C11H23N5O6 from the Open Molecules 2025 dataset. Energies are from wB97M-V/def2-TZVPD.

Each line ends with the Mulliken charge.
Geometry (Å):
H  -2.92  -0.57  -2.21  0.246
N  -3.84  -0.71  -1.79  -0.842
C  -3.80  -1.67  -0.92  0.505
N  -4.99  -2.20  -0.46  -0.528
N  -2.68  -2.28  -0.42  -0.076
C  -1.44  -1.54  -0.19  -0.674
C  -1.44  -0.69  1.10  -0.434
C  -2.58  0.32  1.20  -0.923
C  -2.47  1.49  0.21  0.249
N  -1.39  2.37  0.62  -0.660
C  -3.83  2.21  0.15  0.265
O  -4.03  3.23  0.76  -0.614
O  -4.79  1.62  -0.57  -0.543
H  -5.05  -2.40  0.53  0.233
H  -5.80  -1.73  -0.83  0.283
H  -2.84  -3.07  0.19  0.257
H  -1.25  -0.91  -1.06  0.116
H  -0.62  -2.27  -0.15  0.393
H  -0.49  -0.16  1.16  0.155
H  -1.48  -1.37  1.96  0.351
H  -3.55  -0.18  1.09  0.384
H  -2.58  0.75  2.21  0.489
H  -2.24  1.10  -0.79  0.286
H  -1.76  2.96  1.37  0.304
H  -1.17  3.01  -0.13  0.267
H  -4.47  0.82  -1.07  0.507
N  4.80  -1.66  1.61  -0.745
C  3.86  -0.92  0.79  0.579
C  4.37  0.44  0.28  -0.881
C  3.32  1.26  -0.47  -0.487
C  3.82  2.64  -0.84  0.634
O  4.90  3.07  -0.53  -0.547
O  2.96  3.39  -1.56  -0.494
C  3.44  -1.76  -0.41  0.237
O  2.35  -1.72  -0.93  -0.546
O  4.45  -2.50  -0.90  -0.481
H  5.09  -1.08  2.39  0.282
H  5.64  -1.87  1.07  0.274
H  2.94  -0.77  1.37  0.190
H  5.25  0.30  -0.35  0.280
H  4.71  1.02  1.15  0.325
H  2.41  1.37  0.15  0.253
H  2.99  0.74  -1.38  0.414
H  2.15  2.90  -1.73  0.347
H  4.09  -2.96  -1.67  0.366

DFT total energy, a.u.: -1158.26156
Highest occupied orbital energy, eV: -9.514
Structure (SMILES): [H]/N=C(/N)NCCC[C@H](N)C(=O)O.N[C@@H](CCC(=O)O)C(=O)O
Gap between HOMO and LUMO, eV: 9.744
Relative energy (zero: lowest compared OMol25 entry of this formula, charge and spin), kJ/mol: 0.0



(2)
Here is a gas-phase ion, C5H13BrN (charge +1) in a non-equilibrium geometry from the Open Molecules 2025 dataset. Energies are from wB97M-V/def2-TZVPD.

Each line ends with the Mulliken charge.
Geometry (Å):
C  -1.78  2.03  -0.29  -1.415
C  -1.30  0.83  0.45  0.048
Br  -2.47  -0.60  -0.03  -0.118
C  0.26  0.58  -0.34  -0.934
N  0.52  -0.86  -0.15  0.252
C  1.62  -1.31  -0.97  -0.843
C  0.90  -1.17  1.25  -0.865
H  -2.29  1.87  -1.29  0.434
H  -0.97  2.61  -0.57  0.423
H  -2.37  2.61  0.41  0.365
H  -1.21  0.82  1.52  0.546
H  0.07  0.86  -1.34  0.508
H  1.04  1.20  0.20  0.262
H  -0.37  -1.40  -0.29  0.245
H  2.65  -1.10  -0.54  0.291
H  1.42  -2.39  -1.14  0.398
H  1.53  -0.86  -1.94  0.393
H  1.82  -0.62  1.55  0.425
H  0.10  -0.79  1.95  0.261
H  0.83  -2.29  1.56  0.323

DFT total energy, a.u.: -2826.77584
Highest occupied orbital energy, eV: -14.461
Structure (SMILES): C[C@@H](Br)C[NH+](C)C
Charge: +1
Gap between HOMO and LUMO, eV: 11.691
Relative energy (zero: lowest compared OMol25 entry of this formula, charge and spin), kJ/mol: 184.6